ORCA calculation (the ωB97M-V functional and the def2-TZVPD basis) on a cluster of 2 separate species, C5H12N2O in total.

Last column: Löwdin charge in e.
CARTESIAN COORDINATES (ANGSTROEM)
1 C -2.821 -0.259 0.141  0.014
2 C -2.702 1.014 -0.219  -0.307
3 C 1.492 -0.238 0.128  -0.349
4 C 2.198 -1.554 -0.125  -0.037
5 C 2.031 0.956 -0.672  -0.047
6 N -0.042 -0.610 1.948  -0.007
7 N 0.606 0.019 1.017  -0.150
8 O -3.185 1.606 -1.316  0.009
9 H -3.313 -0.928 -0.478  0.038
10 H -2.458 -0.370 1.110  0.010
11 H -2.221 1.869 0.296  0.122
12 H 3.274 -1.409 -0.388  0.092
13 H 1.617 -1.992 -0.950  0.084
14 H 1.977 -2.297 0.654  0.063
15 H 2.054 0.900 -1.711  0.041
16 H 3.066 1.106 -0.133  0.119
17 H 1.509 1.924 -0.533  0.075
18 H 0.370 -1.591 2.093  0.047
19 H 0.197 0.897 0.947  0.108
20 H -3.647 0.959 -1.808  0.074

Cartesian forces (eV/Å) of the 2 atoms listed first:
C 0.577 2.892 0.065
C 0.429 1.143 0.498

Orbital gap (Ha): 0.2953
E (a.u.): -382.3130
Highest occupied orbital energy (eV): -7.2

=====

ORCA calculation (the ωB97M-V functional and the def2-TZVPD basis) on a cluster of 2 separate species, C5H12N2O in total.

Last column: Löwdin charge in e.
CARTESIAN COORDINATES (ANGSTROEM)
1 C -0.680 0.098 -0.727  -0.345
2 C -1.703 -0.749 -0.056  -0.168
3 C -0.930 -0.748 1.280  -0.159
4 C -0.900 1.583 -0.689  -0.015
5 N -0.023 -0.392 -1.802  0.157
6 H 0.882 0.109 -1.948  0.110
7 H 0.080 -1.397 -1.848  0.122
8 H -1.802 -1.745 -0.492  0.112
9 H -2.687 -0.284 0.018  0.120
10 H -1.298 -0.018 2.000  0.063
11 H -0.888 -1.757 1.692  0.058
12 H -1.467 1.879 0.193  0.091
13 H -1.447 1.903 -1.582  0.103
14 H 0.046 2.126 -0.711  0.083
15 N 2.670 -0.358 1.040  0.053
16 C 1.677 0.177 0.266  -0.458
17 O 2.104 0.916 -0.656  -0.161
18 H 3.619 0.003 0.982  0.083
19 H 2.438 -0.936 1.831  0.064
20 H 0.309 -0.410 1.208  0.087

Cartesian forces (eV/Å) of the 2 atoms listed first:
C -1.344 -0.152 -3.673
C 1.825 0.506 0.346

Orbital gap (alpha / beta) (Ha): 0.2357 / 0.2356
E (a.u.): -382.3233
Highest occupied orbital energy (alpha / beta) (eV): -6.2 / -6.2

=====

ORCA calculation (the ωB97M-V functional and the def2-TZVPD basis) on a cluster of 2 separate species, C5H12N2O in total.

Last column: Löwdin charge in e.
CARTESIAN COORDINATES (ANGSTROEM)
1 N -2.346 -1.676 -1.110  -0.010
2 C 2.148 1.144 1.786  0.187
3 C 2.128 0.262 0.738  -0.490
4 N 0.898 0.351 -0.059  -0.082
5 C -0.320 0.480 0.688  -0.265
6 C -1.398 0.707 -0.339  -0.101
7 C 0.826 -0.611 -1.160  -0.045
8 O 3.154 -0.279 0.241  0.001
9 H -2.590 -2.069 -0.213  -0.026
10 H -3.134 -1.818 -1.780  0.000
11 H 3.002 1.434 2.431  0.096
12 H 1.286 1.706 2.087  0.042
13 H -0.547 -0.527 1.212  0.168
14 H -0.308 1.233 1.448  0.098
15 H -1.052 1.535 -0.894  0.071
16 H -2.276 0.992 0.234  0.074
17 H -1.802 -0.359 -0.909  0.028
18 H 1.848 -0.789 -1.413  0.074
19 H 0.232 -0.172 -1.965  0.085
20 H 0.251 -1.545 -1.025  0.094

Cartesian forces (eV/Å) of the 2 atoms listed first:
N 0.705 -0.138 -1.399
C 0.298 1.859 2.569

Orbital gap (Ha): 0.1164
E (a.u.): -382.1672
Highest occupied orbital energy (eV): -7.1

=====

ORCA calculation (the ωB97M-V functional and the def2-TZVPD basis) on an isolated molecule of C5H12N2O.

Last column: Löwdin charge in e.
CARTESIAN COORDINATES (ANGSTROEM)
1 C 0.600 -2.349 1.530  -0.021
2 C 0.499 -0.871 1.233  -0.506
3 O 0.433 -0.033 2.149  0.006
4 N 0.464 -0.425 -0.078  -0.116
5 C 0.128 -1.437 -1.157  -0.046
6 C 0.442 1.034 -0.314  -0.161
7 C -1.053 1.663 -0.332  -0.193
8 N -0.666 3.113 -0.461  -0.020
9 H 0.570 -3.003 0.626  0.051
10 H 1.577 -2.775 2.031  0.127
11 H -0.349 -2.589 2.059  0.094
12 H -0.404 -0.883 -2.081  0.123
13 H -0.387 -2.323 -0.886  0.052
14 H 1.039 -1.646 -1.697  0.069
15 H 1.106 1.586 0.424  0.131
16 H 0.787 1.142 -1.403  0.125
17 H -1.458 1.253 -1.160  0.047
18 H -1.442 1.296 0.623  0.110
19 H -0.807 3.544 -1.374  0.062
20 H -1.076 3.704 0.268  0.066

Cartesian forces (eV/Å) of the 2 atoms listed first:
C 0.585 -2.097 -0.378
C 0.319 2.071 0.412

Orbital gap (Ha): 0.3456
E (a.u.): -382.4076
Highest occupied orbital energy (eV): -8.6
Structure (SMILES): CC(=O)N(C)CCN

=====

ORCA calculation (the ωB97M-V functional and the def2-TZVPD basis) on a structure of composition C5H12N2O.

Last column: Löwdin charge in e.
CARTESIAN COORDINATES (ANGSTROEM)
1 C 1.456 1.362 0.760  -0.039
2 C 0.726 -0.966 1.498  -0.503
3 C 0.351 0.354 0.878  -0.384
4 N -0.231 -1.946 1.416  0.157
5 N -0.896 0.810 0.898  0.074
6 O 1.794 -1.150 2.049  0.073
7 H 0.054 -2.873 1.692  0.111
8 H -0.973 -1.888 0.738  0.094
9 H -1.552 0.173 1.345  0.084
10 H 2.292 0.938 0.202  0.086
11 H 1.817 1.637 1.752  0.092
12 H 1.105 2.255 0.249  0.086
13 C -1.429 0.445 -1.721  -0.167
14 C -0.114 -0.160 -1.888  -0.177
15 H -1.615 1.356 -2.279  0.059
16 H -1.377 0.823 -0.380  0.084
17 H -2.274 -0.237 -1.733  0.053
18 H -0.114 -1.168 -2.300  0.075
19 H 0.618 0.472 -2.386  0.076
20 H 0.362 -0.236 -0.790  0.066

Cartesian forces (eV/Å) of the 2 atoms listed first:
C 0.223 -0.257 -0.585
C -0.003 -0.622 -0.164

Orbital gap (Ha): 0.3329
E (a.u.): -382.3947
Highest occupied orbital energy (eV): -8.9

=====

ORCA calculation (the ωB97M-V functional and the def2-TZVPD basis) on a structure of composition C5H12N2O.

Last column: Löwdin charge in e.
CARTESIAN COORDINATES (ANGSTROEM)
1 C 0.790 0.631 0.176  -0.455
2 C 1.209 -0.508 0.895  -0.113
3 C 1.466 1.014 -1.108  -0.034
4 C -2.328 0.388 -0.004  -0.147
5 N -1.130 0.094 -0.780  -0.087
6 C 0.209 -2.079 0.348  -0.131
7 O 0.239 1.643 0.900  0.027
8 N 0.465 -3.093 0.984  0.008
9 H -0.204 2.253 0.288  0.111
10 H -0.845 -0.916 -0.643  0.015
11 H 1.115 -3.189 1.761  0.050
12 H 2.203 -0.853 0.637  0.090
13 H 1.037 -0.448 1.964  0.090
14 H -1.233 0.313 -1.763  0.092
15 H 1.719 0.126 -1.685  0.092
16 H 2.382 1.568 -0.889  0.094
17 H 0.821 1.648 -1.720  0.076
18 H -2.657 1.416 -0.166  0.071
19 H -2.096 0.273 1.054  0.077
20 H -3.161 -0.281 -0.250  0.074

Cartesian forces (eV/Å) of the 2 atoms listed first:
C 1.181 -0.033 1.067
C 0.030 1.423 -0.148

Orbital gap (Ha): 0.2810
E (a.u.): -382.3118
Highest occupied orbital energy (eV): -7.0

=====

| no. | strongest force on any atom (eV Å⁻¹) |
| --- | --- |
| 1 | 4.1 |
| 2 | 3.9 |
| 3 | 4.2 |
| 4 | 6.1 |
| 5 | 2.7 |
| 6 | 1.6 |